Entry 1:
A cluster of 2 separate species, C5H12O2 in total at a distorted geometry, computed with the ωB97M-V functional and the def2-TZVPD basis.

Summary:
Total charge ... 0
Multiplicity ... 1
ΔE to the lowest compared entry with this formula, charge and spin ... 89.1 kcal/mol
SMILES ... CC/C=C/CO.O

XYZ file:
```
19
Properties=species:S:1:pos:R:3:lowdin_charge:R:1
C -0.361 -1.313 1.277 -0.119
C 0.428 -1.034 -0.003 -0.283
C -1.381 1.252 -2.659 -0.228
O -0.149 2.049 -2.959 -0.122
C -0.879 -0.002 -1.819 -0.084
C -0.085 0.225 -0.731 -0.125
H -1.154 -0.550 1.320 0.061
H -0.774 -2.350 1.302 0.075
H 0.248 -1.150 2.215 0.075
H 1.496 -0.985 0.168 0.090
H 0.328 -1.870 -0.770 0.106
H -2.102 0.917 -3.489 0.111
H -2.056 1.976 -2.024 0.128
H 0.098 1.780 -3.867 0.083
H -0.992 -1.046 -2.386 0.142
H 0.746 0.864 -0.708 0.093
H 1.012 -0.934 5.639 0.004
H 2.489 -0.407 6.171 0.095
O 1.941 -0.926 5.464 -0.101
```


Entry 2:
An isolated molecule of C3H5NS at a distorted geometry, computed with the ωB97M-V functional and the def2-TZVPD basis.

Summary:
Total charge ... 0
Multiplicity ... 1
ΔE to the lowest compared entry with this formula, charge and spin ... 81.6 kcal/mol
SMILES ... S=CN1CC1

XYZ file:
```
10
Properties=species:S:1:pos:R:3:lowdin_charge:R:1
C -0.388 -0.212 -0.340 -0.787
C -0.188 0.683 1.596 -0.147
C 0.298 1.969 0.835 -0.014
H -1.258 0.512 -0.154 0.084
H -1.340 0.638 1.627 0.131
H 0.430 0.374 2.437 0.103
H -0.469 2.564 0.424 0.080
H 1.047 2.557 0.995 0.025
N 0.631 0.464 0.335 -0.111
S -0.072 -1.533 -1.264 0.636
```


Entry 3:
A cluster of 4 separate species, C16H38N2O8 in total at a distorted geometry, computed with the ωB97M-V functional and the def2-TZVPD basis.

Summary:
Total charge ... 0
Multiplicity ... 1
ΔE to the lowest compared entry with this formula, charge and spin ... 78.6 kcal/mol
SMILES ... CO[C@@H](CN)N=C=O.COCCOC.COCCOC.COCCOC

XYZ file:
```
64
Properties=species:S:1:pos:R:3:lowdin_charge:R:1
C -5.546 -0.419 4.458 -0.108
O -5.879 -1.494 3.507 -0.203
C -7.038 -2.287 3.944 -0.350
C -8.480 -1.475 3.874 -0.195
N -8.870 -1.156 5.313 -0.062
N -7.073 -3.532 3.033 0.082
C -6.003 -4.328 3.461 -0.033
O -4.999 -5.051 4.029 -0.006
H -4.916 -0.757 5.386 0.105
H -4.850 0.343 3.858 0.114
H -6.463 0.198 4.845 0.091
H -6.951 -2.705 5.050 0.159
H -8.327 -0.433 3.334 0.134
H -9.280 -2.104 3.293 0.119
H -9.405 -0.249 5.372 0.078
H -9.413 -1.942 5.751 0.079
C -0.277 2.389 2.426 -0.100
O 0.497 2.503 3.613 -0.195
C -0.286 2.945 4.728 -0.195
C -0.592 1.787 5.682 -0.195
O -1.512 0.862 5.093 -0.203
C -0.870 -0.330 4.654 -0.108
H 0.344 1.923 1.655 0.075
H -1.162 1.767 2.583 0.085
H -0.577 3.382 2.079 0.088
H -1.208 3.434 4.394 0.124
H 0.316 3.688 5.261 0.121
H -1.078 2.189 6.577 0.121
H 0.329 1.282 5.996 0.125
H -0.529 -0.909 5.518 0.087
H -0.025 -0.111 3.996 0.080
H -1.598 -0.928 4.100 0.088
C 1.966 -1.088 -3.086 -0.103
O 3.051 -0.225 -2.771 -0.220
C 2.620 1.118 -2.524 -0.189
C 2.636 1.437 -1.027 -0.189
O 1.607 0.722 -0.336 -0.211
C 2.122 -0.380 0.405 -0.108
H 2.344 -2.114 -3.129 0.092
H 1.182 -1.039 -2.325 0.084
H 1.553 -0.828 -4.064 0.087
H 1.628 1.299 -2.954 0.127
H 3.333 1.776 -3.031 0.121
H 2.425 2.503 -0.893 0.124
H 3.622 1.231 -0.592 0.127
H 2.716 -0.016 1.249 0.089
H 2.730 -1.036 -0.223 0.083
H 1.278 -0.955 0.795 0.089
C 5.332 -0.598 -5.081 -0.105
O 6.211 0.205 -5.859 -0.194
C 6.666 -0.473 -7.035 -0.196
C 5.953 0.049 -8.284 -0.196
O 4.577 -0.344 -8.296 -0.196
C 3.708 0.732 -7.963 -0.112
H 4.920 0.022 -4.279 0.072
H 4.504 -0.982 -5.683 0.086
H 5.883 -1.428 -4.632 0.091
H 6.544 -1.559 -6.936 0.124
H 7.737 -0.262 -7.127 0.121
H 6.417 -0.402 -9.168 0.121
H 6.054 1.137 -8.369 0.124
H 3.711 1.476 -8.765 0.086
H 3.995 1.202 -7.019 0.082
H 2.694 0.335 -7.860 0.088
```


Entry 4:
A cluster of 5 separate species, C20H52BF3O7PSi in total, computed with the ωB97M-V functional and the def2-TZVPD basis.

Summary:
Total charge ... -1
Multiplicity ... 1

XYZ file:
```
85
Properties=species:S:1:pos:R:3:lowdin_charge:R:1
C 1.548 1.241 2.637 -0.107
C 0.270 0.421 2.420 -0.248
C 0.050 -0.003 0.944 -0.322
C 0.606 -1.431 0.769 -0.121
B -1.530 0.123 0.447 -0.711
C -1.965 1.613 -0.133 -0.137
C -1.170 2.830 0.329 -0.252
O -1.261 3.022 1.754 -0.249
Si -1.943 4.416 2.307 0.399
C -3.674 4.667 1.627 -0.149
C -1.996 4.206 4.172 -0.147
C -0.838 5.877 1.854 -0.159
C -2.566 -0.506 1.578 -0.094
C -3.284 0.529 2.449 -0.300
O -4.470 1.031 1.845 -0.011
C -3.622 -0.019 3.831 -0.583
F -4.543 0.709 4.483 0.129
F -4.119 -1.280 3.802 0.111
F -2.542 -0.055 4.627 0.135
P -1.694 -1.034 -1.134 0.712
O -0.716 -0.800 -2.266 -0.516
H 2.447 0.628 2.484 0.066
H 1.586 2.062 1.908 0.063
H 1.593 1.688 3.638 0.063
H -0.568 1.005 2.800 0.072
H 0.322 -0.490 3.040 0.109
H 0.691 0.633 0.308 0.117
H 0.877 -1.638 -0.272 0.045
H -0.106 -2.190 1.124 0.067
H 1.529 -1.554 1.361 0.072
H -3.025 1.835 0.051 0.085
H -1.852 1.608 -1.233 0.090
H -0.107 2.749 0.058 0.113
H -1.547 3.734 -0.186 0.105
H -4.123 3.726 1.287 0.025
H -3.684 5.392 0.804 0.026
H -4.310 5.061 2.432 0.027
H -1.870 3.138 4.405 0.026
H -2.952 4.525 4.602 0.026
H -1.179 4.741 4.667 0.024
H -0.585 6.459 2.749 0.020
H -1.266 6.542 1.097 0.023
H 0.101 5.466 1.458 0.033
H -2.049 -1.235 2.221 0.106
H -3.377 -1.082 1.092 0.095
H -2.641 1.395 2.636 0.124
H -5.033 0.271 1.645 0.103
H -3.040 -0.921 -1.596 -0.013
H -1.713 -2.401 -0.734 -0.014
C 0.916 -3.294 -4.754 -0.081
C 1.641 -3.798 -3.519 -0.331
O 2.065 -2.734 -2.684 -0.092
H 1.555 -2.596 -5.297 0.061
H 0.664 -4.119 -5.423 0.073
H 0.002 -2.758 -4.492 0.073
H 2.554 -4.329 -3.803 0.100
H 1.005 -4.501 -2.968 0.109
H 1.267 -2.247 -2.426 0.051
C 5.824 -3.127 -3.924 -0.086
C 5.402 -1.946 -4.776 -0.321
O 4.169 -2.164 -5.448 -0.086
H 5.897 -4.028 -4.535 0.074
H 6.789 -2.944 -3.450 0.071
H 5.087 -3.308 -3.138 0.071
H 6.134 -1.765 -5.567 0.096
H 5.343 -1.041 -4.162 0.119
H 3.498 -2.321 -4.770 0.044
C 6.462 -1.051 -9.367 -0.094
C 6.762 0.009 -8.322 -0.336
O 5.604 0.410 -7.608 -0.078
H 5.712 -0.686 -10.070 0.074
H 7.362 -1.321 -9.922 0.069
H 6.068 -1.954 -8.896 0.072
H 7.145 0.914 -8.795 0.108
H 7.531 -0.354 -7.629 0.103
H 5.244 -0.370 -7.168 0.057
C -4.278 -1.607 7.247 -0.088
C -4.974 -2.754 7.950 -0.325
O -4.938 -2.637 9.373 -0.092
H -3.239 -1.539 7.569 0.082
H -4.301 -1.742 6.168 0.055
H -4.765 -0.656 7.480 0.078
H -4.483 -3.700 7.725 0.109
H -6.014 -2.831 7.611 0.106
H -5.368 -1.809 9.606 0.073
```


For reference, electronic energy by record: -348.062761 -570.104551 -1343.551704 -2275.361104 Eh.
For reference, E_HOMO by record: -8.970 -8.767 -9.145 -5.222 eV.